# 1
{
  "formula": "C6H14N2O2",
  "method": "the ωB97M-V functional and the def2-TZVPD basis",
  "relative_energy_ev": 2.627,
  "orbital_gap_ev": 10.00,
  "e_tot_ev": -13522.997,
  "e_lumo_ev": 0.582,
  "elements": ["C", "N", "C", "C", "O", "H", "H", "H", "H", "H", "H", "H", "C", "N", "C", "C", "O", "H", "H", "H", "H", "H", "H", "H"],
  "coordinates": [[1.69973, 0.60839, -1.37101], [1.41676, 0.83213, -0.01792], [2.47744, 1.45909, 0.73953], [2.31907, 1.22089, 2.25164], [3.40346, 2.04696, 0.25216], [2.33372, 1.62169, -1.56677], [2.19807, -0.28161, -1.65895], [0.92733, 0.47548, -2.01951], [1.02941, 0.03029, 0.47877], [1.32693, 1.52045, 2.51922], [2.67872, 0.21992, 2.49055], [2.89270, 2.13133, 2.61314], [-2.40019, 0.31656, -1.77169], [-2.42962, -0.50039, -0.54696], [-1.62824, -1.57487, -0.36793], [-1.81214, -2.25102, 1.07725], [-0.72314, -1.95441, -1.10021], [-3.28787, 0.11219, -2.48592], [-2.51706, 1.24963, -1.32737], [-1.42674, 0.23727, -2.15559], [-3.12850, -0.17819, 0.07342], [-1.10796, -2.97607, 1.07349], [-1.56060, -1.45647, 1.76950], [-2.68130, -2.90924, 1.05117]],
  "forces_ev_per_angstrom": [[3.35, 3.55, -0.67], [0.87, -0.13, 2.48], [-1.78, -2.06, 0.03], [1.25, 2.89, -1.26], [-0.06, 0.35, -0.22], [-1.29, -2.75, -0.67], [1.69, -0.93, 0.54], [-3.07, 0.74, -1.40], [-0.02, 0.44, -0.01], [-0.90, -0.81, 0.33], [-0.14, 0.36, 0.47], [0.05, -1.73, 0.33], [-2.04, -1.53, 0.50], [0.44, -0.33, -2.16], [0.29, -0.91, 2.40], [-1.06, 1.78, -3.08], [-0.93, 0.66, -0.15], [1.74, 0.10, 0.96], [-0.25, 2.24, -0.14], [0.98, -0.17, -1.13], [-0.34, -0.56, 1.06], [2.90, -1.93, 0.27], [-0.88, -0.32, 0.72], [-0.82, 1.06, 0.80]]
}

---

# 2
{
  "formula": "C21H27N3O6S2",
  "method": "the ωB97M-V functional and the def2-TZVPD basis",
  "relative_energy_ev": 0.334,
  "orbital_gap_ev": 9.46,
  "e_tot_ev": -60640.485,
  "e_lumo_ev": 0.505,
  "elements": ["C", "C", "O", "C", "C", "C", "C", "C", "C", "N", "C", "C", "O", "N", "C", "C", "C", "C", "S", "O", "O", "N", "C", "C", "C", "C", "C", "C", "S", "C", "O", "O", "H", "H", "H", "H", "H", "H", "H", "H", "H", "H", "H", "H", "H", "H", "H", "H", "H", "H", "H", "H", "H", "H", "H", "H", "H", "H", "H"],
  "coordinates": [[-0.82131, 2.59734, 3.21991], [0.37341, 3.53716, 3.18951], [0.88685, 3.51516, 1.86482], [2.12726, 4.01934, 1.63754], [2.71640, 5.05699, 2.34714], [3.96935, 5.51937, 1.97884], [4.64926, 4.95439, 0.91563], [4.08302, 3.89670, 0.22139], [2.83281, 3.43026, 0.57746], [2.28064, 2.28530, -0.05654], [1.13748, 2.53480, -0.91625], [0.65974, 1.20833, -1.49596], [1.42104, 0.45498, -2.06186], [-0.67913, 1.00494, -1.36853], [-1.37925, -0.16123, -1.68144], [-0.91918, -1.07875, -2.62490], [-1.65748, -2.21807, -2.88996], [-2.84636, -2.44225, -2.22317], [-3.76233, -3.95790, -2.51682], [-5.12475, -3.73562, -2.13146], [-3.47676, -4.40929, -3.84634], [-3.15728, -5.11643, -1.47877], [-1.78683, -5.52282, -1.69643], [-0.93448, -4.73571, -0.68234], [-1.93573, -4.26068, 0.38615], [-3.29031, -4.83648, -0.06675], [-3.33008, -1.52331, -1.31056], [-2.60014, -0.38225, -1.04154], [2.08961, 0.99251, 1.01881], [3.19656, -0.22820, 0.28982], [2.61974, 1.33266, 2.30664], [0.73757, 0.50169, 0.95504], [-1.17453, 2.47840, 4.23991], [-0.51822, 1.63119, 2.82325], [-1.62869, 2.99271, 2.60778], [1.15127, 3.18975, 3.87841], [0.07286, 4.55876, 3.46140], [2.20361, 5.50404, 3.18444], [4.41639, 6.32920, 2.53563], [5.62497, 5.32129, 0.63748], [4.60648, 3.41786, -0.59147], [0.33441, 3.04841, -0.37508], [1.48030, 3.16721, -1.74298], [-1.15611, 1.60559, -0.70982], [0.01288, -0.90029, -3.13310], [-1.32969, -2.93240, -3.62841], [-1.52767, -5.33705, -2.73663], [-1.71853, -6.59833, -1.50564], [-0.16014, -5.37102, -0.25616], [-0.45034, -3.88444, -1.15905], [-1.67304, -4.62312, 1.37824], [-1.97007, -3.17242, 0.42163], [-4.13201, -4.16312, 0.08075], [-3.50046, -5.77930, 0.44773], [-4.27940, -1.71030, -0.83429], [-2.96561, 0.33852, -0.32480], [2.89820, -0.37528, -0.74000], [3.10644, -1.14349, 0.86061], [4.19735, 0.17472, 0.36109]],
  "forces_ev_per_angstrom": [[0.37, 0.21, -0.13], [-0.24, -0.05, 0.38], [0.15, 0.15, -0.18], [0.14, 0.23, -0.21], [-0.31, -0.10, 0.06], [0.06, -0.04, -0.04], [0.12, 0.06, -0.04], [-0.14, 0.05, 0.08], [0.10, 0.41, 0.33], [-0.06, -0.51, 0.55], [-0.29, -0.04, -0.15], [-0.20, 0.34, -0.40], [0.06, -0.05, -0.16], [-0.42, 0.28, 0.01], [-0.11, -0.29, -0.14], [0.11, -0.04, -0.05], [-0.01, 0.05, -0.03], [-0.42, -0.65, -0.14], [-0.16, -0.21, -0.05], [0.14, 0.19, 0.30], [0.37, 0.09, 0.06], [-0.63, 0.58, -0.83], [0.60, -0.17, -0.23], [0.07, -0.07, 0.00], [-0.02, -0.03, 0.09], [-0.16, 0.19, 0.61], [-0.08, 0.11, 0.05], [0.10, -0.07, -0.04], [0.75, -1.06, 0.04], [-0.55, 0.51, 0.23], [0.22, 0.16, -0.08], [0.05, 0.05, -0.19], [-0.08, 0.00, 0.10], [-0.04, -0.08, 0.05], [-0.11, 0.02, -0.04], [-0.02, 0.08, -0.07], [0.11, -0.13, -0.02], [-0.08, 0.03, 0.06], [0.03, 0.07, 0.05], [0.08, 0.03, -0.02], [0.05, -0.09, -0.09], [0.10, -0.03, -0.11], [-0.09, -0.13, 0.09], [0.21, -0.05, -0.09], [0.00, -0.01, -0.03], [0.11, -0.04, -0.11], [0.14, -0.16, 0.01], [0.00, 0.08, -0.07], [0.06, 0.02, -0.03], [0.04, -0.05, 0.03], [0.00, 0.06, 0.05], [0.01, -0.03, 0.05], [-0.04, -0.08, 0.20], [-0.05, 0.09, -0.03], [-0.11, 0.05, 0.10], [-0.06, 0.08, 0.09], [-0.01, 0.00, -0.09], [-0.07, -0.09, 0.21], [0.19, 0.09, 0.02]]
}

---

# 3
{
  "formula": "C3H3NO2",
  "method": "the ωB97M-V functional and the def2-TZVPD basis",
  "relative_energy_ev": 6.364,
  "orbital_gap_ev": [9.10, 7.98],
  "e_tot_ev": -8738.767,
  "e_lumo_ev": [-1.525, -1.570],
  "elements": ["C", "C", "C", "N", "O", "O", "H", "H", "H"],
  "coordinates": [[0.92536, 1.15185, 0.00765], [0.27752, -0.13183, 0.10230], [-1.22532, -0.12182, 0.03677], [1.60306, 2.07312, -0.09196], [2.31524, -1.30659, 0.11283], [0.97702, -1.23264, -0.00839], [-1.81624, -0.03406, 1.04865], [-1.54164, -1.07298, -0.40384], [-1.51499, 0.67495, -0.80400]],
  "forces_ev_per_angstrom": [[0.79, -1.24, 0.49], [0.71, 0.18, -0.48], [-1.13, 0.22, -0.93], [-0.14, 0.47, -0.06], [-0.97, 0.81, -0.29], [-1.11, 0.65, 0.72], [1.44, 0.32, -1.95], [0.02, -0.02, 0.20], [0.39, -1.40, 2.30]]
}

---

# 4
{
  "formula": "C19H19ClF3NO4",
  "method": "the ωB97M-V functional and the def2-TZVPD basis",
  "orbital_gap_ev": 9.00,
  "e_tot_ev": -50366.456,
  "e_lumo_ev": 0.497,
  "elements": ["C", "O", "C", "C", "C", "C", "C", "C", "O", "N", "C", "C", "C", "C", "Cl", "C", "C", "F", "F", "F", "C", "C", "C", "O", "C", "C", "O", "C", "H", "H", "H", "H", "H", "H", "H", "H", "H", "H", "H", "H", "H", "H", "H", "H", "H", "H", "H"],
  "coordinates": [[-1.22017, -2.02661, 2.28713], [-0.62094, -0.75986, 2.10700], [0.45055, -0.58153, 1.29618], [0.95504, 0.72265, 1.32318], [2.01032, 1.10843, 0.52415], [2.46185, 2.54093, 0.48776], [1.78772, 3.30726, -0.67033], [0.28894, 3.35612, -0.44505], [-0.26995, 4.29576, 0.06837], [-0.34399, 2.21262, -0.86184], [-1.63908, 1.79709, -0.57430], [-2.60141, 2.64082, -0.02064], [-3.86537, 2.16335, 0.25929], [-4.20058, 0.84474, -0.01230], [-5.78684, 0.27639, 0.34546], [-3.24655, -0.00295, -0.57388], [-3.59173, -1.43357, -0.88761], [-3.95723, -2.13352, 0.19962], [-2.56522, -2.10434, -1.42997], [-4.60362, -1.53987, -1.76564], [-1.97467, 0.47283, -0.84954], [2.59662, 0.17226, -0.32172], [2.12703, -1.13108, -0.36074], [2.63746, -2.09550, -1.18123], [3.70480, -1.76605, -2.03469], [1.04353, -1.52799, 0.45157], [0.53224, -2.80663, 0.36294], [1.40290, -3.86480, 0.71266], [-1.56243, -2.45464, 1.34525], [-2.07435, -1.84265, 2.93805], [-0.53705, -2.72622, 2.77564], [0.47471, 1.42367, 1.98712], [3.54341, 2.59127, 0.35022], [2.20929, 3.03512, 1.42619], [2.01949, 2.82541, -1.62116], [2.16249, 4.33084, -0.68625], [0.24958, 1.48497, -1.23731], [-2.34525, 3.66432, 0.19747], [-4.60618, 2.81552, 0.69270], [-1.23823, -0.19557, -1.27081], [3.41999, 0.47686, -0.94755], [3.93473, -2.68022, -2.57984], [3.42510, -0.98425, -2.74808], [4.58863, -1.44872, -1.47196], [1.80783, -3.72389, 1.72142], [2.22683, -3.96474, 0.00415], [0.78976, -4.76401, 0.68891]],
  "forces_ev_per_angstrom": [[-0.33, -0.38, 0.05], [0.29, 0.21, -0.17], [0.10, 0.05, -0.05], [0.22, -0.15, 0.02], [-0.03, -0.20, 0.36], [-0.04, -0.02, -0.17], [0.06, 0.18, 0.26], [0.34, -0.29, -0.52], [-0.16, 0.30, 0.31], [0.16, -0.03, -0.38], [-0.52, -0.03, 0.13], [0.19, 0.09, -0.01], [-0.15, -0.37, -0.05], [0.37, 0.10, -0.09], [-0.28, 0.08, 0.12], [-0.08, 0.03, 0.03], [-0.13, -0.39, -0.19], [0.01, 0.08, 0.24], [0.35, 0.09, -0.04], [-0.08, 0.19, -0.08], [-0.16, 0.11, 0.08], [0.11, -0.09, -0.16], [-0.10, -0.05, -0.07], [-0.44, 0.05, 0.36], [0.21, 0.07, -0.16], [-0.05, -0.32, 0.06], [0.02, 0.60, -0.28], [0.20, -0.27, 0.13], [0.00, 0.04, 0.13], [0.06, -0.03, -0.02], [-0.01, 0.02, -0.03], [-0.10, 0.12, 0.09], [-0.01, 0.02, 0.07], [0.06, 0.03, 0.02], [0.03, -0.01, -0.03], [-0.10, -0.03, -0.08], [0.01, 0.16, 0.11], [-0.02, 0.00, -0.01], [-0.08, 0.06, 0.04], [0.07, -0.08, -0.04], [0.12, -0.01, -0.09], [0.02, 0.09, 0.01], [0.01, -0.01, 0.04], [-0.05, 0.01, -0.03], [-0.05, 0.00, -0.03], [-0.09, -0.01, 0.08], [0.06, -0.02, 0.05]]
}

---

# 5
{
  "formula": "C2H6FP",
  "method": "the ωB97M-V functional and the def2-TZVPD basis",
  "relative_energy_ev": 3.121,
  "orbital_gap_ev": 10.21,
  "e_tot_ev": -14174.602,
  "e_lumo_ev": 1.100,
  "elements": ["C", "C", "F", "P", "H", "H", "H", "H", "H", "H"],
  "coordinates": [[0.31334, 1.04100, -0.78623], [-0.59272, 0.09783, 0.80912], [1.14114, 1.84358, -0.14384], [0.31155, -1.46322, 0.96823], [-0.47616, 1.63625, -1.27006], [0.65537, 0.38437, -1.51216], [-0.42492, 0.75284, 1.61032], [-1.68840, -0.02042, 0.62946], [-0.81928, -2.41935, 0.65182], [0.09290, -1.70234, 2.29312]],
  "forces_ev_per_angstrom": [[-5.14, -0.24, 3.53], [0.04, 0.41, -4.28], [1.71, 0.63, 0.12], [-0.86, -1.46, -1.27], [0.06, -0.08, 0.41], [1.58, -1.56, -0.72], [0.44, 1.12, 0.86], [1.00, 0.24, -0.05], [1.24, 1.04, 0.10], [-0.08, -0.09, 1.31]]
}

---

# 6
{
  "formula": "C3H4O3",
  "method": "the ωB97M-V functional and the def2-TZVPD basis",
  "relative_energy_ev": 1.591,
  "orbital_gap_ev": 10.67,
  "e_tot_ev": -9317.109,
  "e_lumo_ev": 0.375,
  "elements": ["O", "C", "C", "O", "C", "O", "H", "H", "H", "H"],
  "coordinates": [[1.26821, 0.48271, 1.62663], [1.08991, -0.34218, 0.76498], [0.30369, 0.02459, -0.47510], [-0.09973, -1.12110, -1.14264], [-0.93537, 0.74843, 0.05465], [-2.02715, 0.29163, -0.20206], [1.40323, -1.39616, 0.89812], [0.88015, 0.72942, -1.10651], [-1.07933, -1.06484, -1.09240], [-0.80364, 1.64750, 0.67434]],
  "forces_ev_per_angstrom": [[0.32, -0.24, -0.07], [0.15, 0.54, 0.74], [-0.10, -0.01, 0.13], [-0.38, 0.05, -0.30], [-0.70, -0.07, -0.31], [0.55, 0.34, 0.20], [-0.07, 0.10, -0.29], [-0.10, -0.26, 0.22], [0.26, -0.34, -0.24], [0.07, -0.11, -0.07]]
}

---

# 7
{
  "formula": "C8H12ClF2N2O10",
  "method": "the ωB97M-V functional and the def2-TZVPD basis",
  "charge": -1,
  "orbital_gap_ev": 8.22,
  "e_tot_ev": -49901.593,
  "e_lumo_ev": 2.438,
  "elements": ["Cl", "C", "N", "O", "O", "H", "H", "H", "C", "N", "O", "O", "H", "H", "H", "C", "C", "O", "C", "O", "O", "F", "H", "H", "H", "C", "C", "O", "C", "O", "O", "F", "H", "H", "H"],
  "coordinates": [[16.10999, 12.48415, 4.11941], [13.22249, 10.60008, 4.61974], [12.36319, 9.91341, 5.64486], [11.15670, 10.03487, 5.57393], [12.92551, 9.23954, 6.48780], [12.59125, 10.53029, 3.73815], [14.15432, 10.05498, 4.58452], [13.40370, 11.63487, 4.89439], [18.91542, 14.99619, 3.91187], [19.56940, 15.61999, 5.09165], [18.97537, 16.47340, 5.70693], [20.68647, 15.20437, 5.36404], [18.48659, 15.76522, 3.27759], [18.11322, 14.31768, 4.20374], [19.63527, 14.36525, 3.40319], [18.73889, 8.93958, 3.05792], [17.29966, 9.19593, 2.67562], [16.81011, 7.92648, 2.34065], [17.85909, 7.13931, 2.00114], [17.74124, 6.06475, 1.50486], [19.02341, 7.72805, 2.30682], [17.21518, 10.00880, 1.55633], [18.83653, 8.69701, 4.11228], [19.41700, 9.70256, 2.68959], [16.73356, 9.72013, 3.44678], [19.89888, 12.13120, 6.99150], [19.22020, 11.47234, 5.79935], [19.52899, 10.09986, 5.90668], [20.37147, 9.89506, 6.94374], [20.77818, 8.84804, 7.32207], [20.70894, 11.07927, 7.53744], [19.79857, 11.89309, 4.61176], [19.15176, 12.31694, 7.76528], [20.44395, 13.02011, 6.68668], [18.15844, 11.71980, 5.72522]],
  "forces_ev_per_angstrom": [[0.26, -0.13, 0.19], [-0.79, -0.41, 0.09], [0.42, -0.11, 0.42], [-0.06, 0.22, -0.15], [0.01, 0.10, -0.03], [0.47, 0.18, -0.30], [0.06, 0.08, -0.19], [-0.02, -0.03, 0.15], [-0.25, -0.45, -0.42], [0.16, -0.57, -0.44], [-0.04, 0.12, 0.06], [-0.12, 0.18, 0.27], [0.12, 0.13, 0.10], [-0.26, 0.13, 0.46], [0.23, 0.32, -0.03], [0.03, -0.73, -0.82], [-0.09, 1.13, 0.09], [-0.16, 0.47, 0.24], [0.18, -0.51, -0.25], [0.04, -0.02, -0.01], [-0.08, 0.14, 0.19], [0.21, -0.47, 0.11], [0.13, 0.30, 0.01], [-0.05, 0.15, 0.35], [-0.27, -0.34, -0.03], [-0.65, -0.92, 0.32], [0.34, 0.65, -0.65], [-0.58, 0.24, 0.42], [0.62, 0.73, 0.76], [-0.11, -0.21, -0.33], [0.13, -0.23, -0.63], [0.00, 0.00, 0.24], [0.01, 0.53, -0.19], [0.25, -0.10, 0.20], [-0.11, -0.57, -0.23]]
}